# 1
DFT (ωB97M-V/def2-TZVPD) results for the ion C5H6N with charge +1 at a distorted geometry.

Cartesian coordinates (Å):
C  2.09855  -0.18910  0.23958
C  1.27107  -0.80717  0.87922
C  2.01259  0.73116  -0.84372
C  -0.07402  -1.18725  1.11167
C  -0.38426  1.21165  -0.95763
N  0.79140  0.91250  -1.06996
H  2.82396  0.75991  -1.63740
H  -0.14409  -2.28362  1.26174
H  -0.59697  -0.73454  1.97674
H  -1.11386  0.49109  -1.34918
H  -0.55797  2.26217  -0.52987
H  -0.52078  -0.85432  0.11085

Forces on the atoms, in the same order (eV/Å):
C 2.2 2.8 -3.5
C -2.6 -1.1 2.4
C 8.3 -1.9 1.0
C -0.6 -1.6 0.2
C -0.5 2.0 0.0
N -4.3 0.2 -1.5
H -1.3 0.4 1.1
H -0.3 0.5 -0.4
H 0.4 0.2 -0.5
H -0.5 0.5 0.3
H -0.7 -1.3 -0.6
H 0.0 -0.7 1.4

The value obtained for the HOMO-LUMO gap (alpha / beta) is 6.687 / 7.143 eV. The HOMO energy (alpha / beta) is -11.8 / -15.8 eV. The total energy comes out at -6756.895 eV. Its LUMO energy (alpha / beta) is -5.1 / -8.7 eV. Its net charge is +1. The value obtained for the energy above the lowest of the compared OMol25 structures with the same formula, charge and spin is 92.8 kcal per mole. The multiplicity is 3.



# 2
DFT (ωB97M-V/def2-TZVPD) results for an isolated molecule of C9H17NOS at a distorted geometry.

Cartesian coordinates (Å):
C  1.97637  -1.76564  -0.22415
C  2.02640  0.16167  1.18975
C  3.17830  0.82533  0.37366
C  0.14880  -0.23951  -0.55863
C  0.31646  -0.22605  -2.01284
C  -2.33028  -0.65738  -0.48062
C  -1.33654  1.63794  0.38513
C  -1.05392  -0.56241  1.67050
C  -1.12754  0.03998  0.22107
N  1.23792  -0.73175  0.19544
O  3.02775  -2.14925  0.24899
S  2.62630  1.91811  -0.90768
H  1.49740  -2.38969  -1.12005
H  2.52500  -0.47691  1.97965
H  1.36756  0.88327  1.67664
H  3.67205  1.36274  1.24663
H  3.73636  -0.08071  -0.05662
H  0.12724  -1.32045  -2.33340
H  1.25405  -0.05107  -2.35218
H  -0.30327  0.49706  -2.42648
H  -3.26379  -0.03639  -0.23391
H  -2.45050  -1.66586  -0.21563
H  -2.38407  -0.66408  -1.51178
H  -0.30702  2.00266  0.38756
H  -1.91151  2.03353  -0.39930
H  -1.87706  2.02384  1.18494
H  -0.40801  -0.10480  2.40354
H  -0.78580  -1.53018  1.64769
H  -2.08158  -0.46816  2.01084

Forces on the atoms, in the same order (eV/Å):
C -0.3 -2.8 -2.1
C -0.2 -1.2 -0.6
C 0.3 -1.0 1.1
C 1.3 0.7 1.8
C -2.2 -3.6 0.9
C -1.4 2.8 1.9
C 2.0 -2.3 -1.3
C -1.5 3.1 -0.9
C 0.0 0.8 0.7
N 0.5 1.5 1.5
O -0.2 0.3 0.0
S -0.3 0.1 0.3
H 0.7 1.3 1.6
H -0.8 0.5 -1.0
H 0.0 -0.1 -0.4
H 0.2 -0.5 -1.5
H -0.2 1.7 0.9
H -0.5 1.6 -0.3
H 3.1 0.7 -0.5
H -1.6 0.8 -1.2
H 1.0 -1.2 0.1
H -0.2 -1.3 0.9
H 0.7 0.3 -2.4
H -0.4 0.6 0.0
H -0.2 0.5 -1.8
H -0.7 -0.2 2.2
H 0.2 0.7 -0.1
H 0.7 -3.6 -0.2
H -0.1 -0.1 0.4

The value obtained for the HOMO-LUMO gap (alpha / beta) is 8.782 / 5.545 eV. The HOMO energy (alpha / beta) is -8.8 / -7.4 eV. The total energy comes out at -23977.541 eV. Its LUMO energy (alpha / beta) is 0.0 / -1.9 eV. Its net charge is 0. The value obtained for the energy above the lowest of the compared OMol25 structures with the same formula, charge and spin is 99.9 kcal per mole. The multiplicity is 1.



# 3
DFT (ωB97M-V/def2-TZVPD) results for a cluster of 10 separate species, C18H41N16O9 in total at a distorted geometry.

Cartesian coordinates (Å):
N  12.26517  -4.82092  8.66251
O  12.25089  -3.64396  8.81176
O  11.22420  -5.48986  8.49119
O  13.26367  -5.48350  8.88144
C  8.50331  -5.06357  11.13053
O  8.71159  -6.12690  10.56747
N  7.73824  -4.81853  12.14197
N  9.01863  -3.98744  10.61384
H  7.15490  -5.56087  12.50080
H  7.37345  -3.88645  12.27708
H  9.46458  -4.18113  9.72858
H  8.77297  -3.04665  10.88712
C  8.19376  -4.39101  7.14300
O  8.19952  -5.56760  7.48893
N  7.16255  -3.63831  6.91233
N  9.30199  -3.66463  7.03419
H  6.25932  -4.05286  7.09239
H  7.25136  -2.93605  6.19188
H  9.26099  -2.68730  6.78267
H  10.08645  -4.05878  7.53356
C  14.92862  -1.20498  7.96308
O  15.71220  -0.26112  7.85385
N  14.85320  -2.08467  8.90236
N  13.88770  -1.46685  7.20387
H  15.71262  -2.15832  9.42778
H  14.05772  -2.70247  8.97747
H  13.73043  -0.94874  6.35126
H  13.28985  -2.17560  7.60430
C  12.08011  -7.71649  11.39410
O  11.39236  -8.05370  10.42540
N  12.91466  -6.76579  11.45159
N  11.91959  -8.20097  12.56941
H  13.41037  -6.66335  12.32559
H  13.11293  -6.15216  10.67426
H  11.13488  -8.83089  12.65612
H  12.10925  -7.61636  13.37089
C  10.72092  -6.19008  4.55563
O  10.19934  -6.86278  5.44269
N  11.47852  -5.15832  4.88096
N  10.45377  -6.50138  3.31859
H  12.11823  -4.78059  4.19671
H  11.45126  -5.03613  5.88318
H  10.97953  -5.95420  2.65206
H  9.94877  -7.31093  2.98740
C  13.18889  -8.43721  7.35783
O  11.99205  -8.29314  7.63632
N  14.20403  -8.38754  8.16258
N  13.57505  -8.79194  6.14524
H  15.10606  -8.66706  7.80436
H  14.12385  -8.08598  9.12317
H  12.85842  -8.78851  5.43353
H  14.54901  -8.98325  5.95835
C  12.69882  -1.56814  11.85901
C  11.84733  -2.23177  12.84528
C  11.13944  -1.21165  13.80309
C  10.50237  -0.08836  13.06384
N  9.98584  0.73448  12.43522
H  12.20519  -0.82711  11.23028
H  13.04777  -2.29319  11.12373
H  13.63833  -1.25368  12.31347
H  12.23594  -3.12375  13.33667
H  11.01949  -2.76817  12.38155
H  12.06357  -0.79134  14.19987
H  10.48383  -1.71358  14.51466
N  16.45207  -5.63909  9.38399
C  16.84760  -5.98500  10.64903
C  18.22903  -5.78997  10.69981
C  18.64935  -5.32955  9.43124
C  17.49376  -5.08841  8.65826
H  15.47175  -5.64971  9.14115
H  16.14041  -6.28014  11.41007
H  18.82396  -5.96819  11.58337
H  19.68165  -5.32505  9.11387
H  17.38637  -4.60467  7.69864
N  14.93267  -4.73728  5.96885
C  16.05413  -4.08989  5.57511
C  16.48770  -4.49787  4.28155
C  15.51629  -5.44613  3.94296
C  14.56543  -5.58101  4.89465
H  14.48416  -4.49079  6.83958
H  16.40148  -3.37168  6.30306
H  17.36960  -4.14732  3.76603
H  15.38041  -5.96969  3.00818
H  13.71783  -6.24650  4.82327

Forces on the atoms, in the same order (eV/Å):
N -3.3 -5.5 1.0
O 0.2 5.5 -0.3
O -0.3 1.6 -0.9
O 4.0 -0.7 0.0
C 0.9 -2.8 -3.5
O -0.4 -0.8 1.3
N -3.4 0.1 4.7
N 2.1 3.5 -1.8
H 0.2 0.1 -0.2
H 0.1 -0.3 0.0
H 0.2 0.4 -0.1
H 0.2 -0.3 -0.2
C 2.3 -3.5 1.3
O -0.7 1.1 -0.1
N -4.9 2.0 -0.9
N 2.7 0.8 -0.3
H 0.1 0.1 -0.5
H -0.4 -0.1 0.3
H 0.2 -0.3 0.5
H 0.5 0.0 -0.2
C 0.2 2.9 -1.2
O 0.3 -0.7 -0.2
N 2.7 -2.2 4.5
N -2.2 0.6 -3.2
H -0.5 -0.4 0.6
H 0.4 -0.5 0.5
H -0.4 -0.2 0.4
H -0.7 0.2 -1.2
C -4.6 -1.4 -5.2
O 1.2 -0.1 0.8
N 5.0 5.0 -0.4
N -1.6 -3.8 5.9
H 0.2 0.4 -0.6
H -0.1 -0.1 -0.2
H 0.1 0.1 0.1
H -0.2 -0.3 -0.1
C -2.5 -3.0 4.3
O 0.1 0.1 0.0
N 0.8 1.5 -0.7
N 0.8 0.8 -4.7
H 0.1 0.4 0.8
H 0.6 0.3 -0.1
H -0.4 -0.4 -0.6
H 0.2 0.2 0.8
C -5.4 -0.1 0.5
O 1.9 0.1 -0.4
N 3.4 0.4 3.3
N 0.6 -0.8 -3.4
H -0.1 0.3 0.5
H -0.2 -0.1 -0.3
H 0.4 -0.2 0.1
H -0.5 0.2 -0.5
C 1.6 -0.7 -1.3
C -3.5 -1.0 0.2
C 1.8 0.0 -0.9
C -0.6 -0.4 -0.3
N 0.5 -0.7 0.7
H 0.1 0.3 0.5
H -0.1 -0.3 0.0
H -0.1 0.8 0.0
H 0.8 0.7 0.7
H -0.2 0.2 -0.8
H -0.5 0.5 1.2
H 0.1 0.4 0.1
N -0.3 1.0 0.3
C 1.3 0.4 -0.6
C -1.1 -0.6 0.3
C -0.9 0.4 -0.4
C 1.0 -1.5 1.3
H -0.1 0.3 -0.4
H 0.1 -0.1 -0.2
H 0.1 -0.1 -0.2
H -0.1 0.7 -0.1
H -0.1 -0.5 0.1
N -0.1 -0.8 -2.1
C 1.0 0.4 -0.7
C -0.7 0.9 2.9
C -0.4 -0.6 -1.7
C -0.1 0.3 1.5
H -0.4 -0.5 -0.1
H 0.5 0.2 -0.4
H -0.2 -0.1 0.0
H 0.4 -0.1 -0.1
H 0.1 0.2 0.7

The value obtained for the HOMO-LUMO gap is 7.915 eV. The HOMO energy is -5.6 eV. The total energy comes out at -61599.175 eV. Its LUMO energy is 2.3 eV. Its net charge is -1. The multiplicity is 1.



# 4
DFT (ωB97M-V/def2-TZVPD) results for an isolated molecule of C3H6O2 at a distorted geometry.

Cartesian coordinates (Å):
C  0.20745  0.94442  -0.15515
C  0.22584  -0.89574  -0.03077
O  1.31090  -1.06636  0.79377
C  -1.04308  -1.32142  0.65402
O  -1.12523  -1.35246  1.85792
H  -0.46715  1.21619  0.63073
H  0.06577  0.98714  -1.27213
H  1.22942  1.15225  0.05664
H  0.22646  -1.44389  -0.94810
H  0.96059  -0.99740  1.63229
H  -1.80450  -1.72271  0.00870

Forces on the atoms, in the same order (eV/Å):
C -0.2 -4.7 -2.5
C -0.8 3.8 1.1
O 1.9 -1.3 -2.7
C 1.2 0.0 0.6
O -0.2 0.1 0.0
H -0.6 0.7 -0.3
H -0.7 1.1 1.4
H 0.6 0.2 0.3
H 0.8 0.1 -0.9
H -1.0 0.1 3.4
H -1.0 0.0 -0.4

The value obtained for the HOMO-LUMO gap is 10.157 eV. The HOMO energy is -9.6 eV. The total energy comes out at -7301.169 eV. Its LUMO energy is 0.6 eV. The SMILES is C[C@@H](O)C=O. Its net charge is 0. The value obtained for the energy above the lowest of the compared OMol25 structures with the same formula, charge and spin is 57.9 kcal per mole. The multiplicity is 1.